Entry 1:
A cluster of 4 separate species, C2H12O3S2 in total at a distorted geometry. Source: OMol25; level of theory: ωB97M-V/def2-TZVPD.

Positions of all 19 atoms, in Å:
1 C 2.331 1.707 -0.757
2 S 2.862 0.236 -1.709
3 S 3.190 -1.225 -0.345
4 C 4.893 -1.084 0.216
5 H 1.331 1.513 -0.342
6 H 3.027 1.805 0.066
7 H 2.236 2.501 -1.509
8 H 5.591 -1.868 -0.101
9 H 5.197 -0.173 -0.318
10 H 5.195 -1.002 1.230
11 H -3.302 -1.722 -0.298
12 H -4.399 -1.980 0.809
13 O -3.531 -2.227 0.488
14 H -1.834 -0.723 0.485
15 H -0.905 -0.535 1.787
16 O -1.218 -0.167 0.957
17 H -6.952 2.017 0.426
18 H -6.494 1.572 -0.845
19 O -7.219 1.354 -0.238

Forces on the atoms, in the same order (eV/Å):
-0.89 -1.10 -0.13
0.30 0.19 -0.17
-0.72 -0.77 0.74
1.51 0.68 -1.81
0.29 0.06 -0.11
0.19 0.74 -0.13
0.47 0.05 0.55
-0.65 -0.19 -0.65
0.39 -0.18 0.36
-0.93 0.49 1.36
-0.67 -0.05 -0.05
-0.10 0.32 -0.29
0.62 -0.34 0.13
0.03 -0.62 0.76
-0.46 -0.54 -0.29
0.59 1.25 -0.28
-0.78 -0.50 0.24
-0.36 -0.60 -0.51
1.16 1.10 0.28

Values from the calculation:
- Net charge: 0
- Energy relative to the best compared isomer or geometry (same formula, charge and spin): 30.6 kcal/mol
- Energy: -30080.9046 eV
- Molar mass: 148.2 g/mol
- Gap between HOMO and LUMO: 9.16 eV

***

Entry 2:
The molecule C14H16N2O4S at a distorted geometry. Source: OMol25; level of theory: ωB97M-V/def2-TZVPD.

Positions of all 37 atoms, in Å:
1 C 2.306 2.069 2.157
2 H 2.202 2.826 2.934
3 O 1.132 2.177 1.383
4 C 0.855 1.305 0.382
5 C -0.361 1.558 -0.258
6 C -0.816 0.774 -1.300
7 C -0.048 -0.308 -1.706
8 C 1.153 -0.591 -1.078
9 C 1.639 0.225 -0.044
10 O 2.864 -0.056 0.545
11 C 3.979 0.103 -0.314
12 H 3.903 -0.527 -1.202
13 H 4.849 -0.189 0.272
14 H 4.083 1.148 -0.627
15 O 1.867 -1.681 -1.532
16 C 2.044 -2.721 -0.586
17 H 2.555 -2.375 0.315
18 H 2.648 -3.477 -1.085
19 H 1.077 -3.152 -0.306
20 H -0.373 -0.956 -2.504
21 C -2.124 1.078 -1.985
22 C -3.117 1.746 -1.065
23 O -3.562 2.854 -1.255
24 N -3.516 1.057 0.058
25 C -3.249 -0.191 0.549
26 N -3.500 -0.483 1.780
27 C -3.236 -1.780 2.058
28 C -2.781 -2.519 1.018
29 S -2.671 -1.549 -0.404
30 H -2.505 -3.552 0.990
31 H -3.395 -2.135 3.059
32 H -4.076 1.615 0.697
33 H -2.554 0.162 -2.396
34 H -1.949 1.769 -2.815
35 H -0.925 2.411 0.086
36 H 3.201 2.281 1.567
37 H 2.400 1.082 2.614

Forces on the atoms, in the same order (eV/Å):
0.29 0.00 0.35
0.03 -0.05 -0.06
-0.17 -0.05 -0.26
-0.10 -0.10 -0.10
0.12 -0.06 -0.06
0.34 0.03 0.11
0.34 0.03 0.00
-0.18 -0.05 -0.13
0.38 -0.03 0.11
-0.66 -0.07 -0.07
0.26 0.10 -0.17
-0.01 0.02 0.07
0.02 0.04 -0.06
-0.01 -0.04 0.04
-0.06 0.54 -0.03
0.01 -0.27 0.22
-0.02 0.00 -0.07
-0.04 -0.02 0.06
0.04 0.02 -0.03
-0.04 -0.13 -0.09
0.10 0.20 -0.09
-0.02 -0.24 -0.12
0.05 0.24 -0.12
-0.47 0.67 0.29
0.43 -1.07 -0.47
-0.25 0.91 0.19
0.20 -0.61 -0.30
-0.08 0.09 -0.05
-0.42 0.21 0.69
0.09 -0.23 0.05
0.00 -0.15 0.15
0.10 -0.07 -0.16
-0.02 0.03 -0.07
-0.16 -0.08 0.07
-0.08 0.12 0.09
-0.05 -0.03 0.03
0.00 0.12 -0.02

Values from the calculation:
- Net charge: 0
- Energy relative to the best compared isomer or geometry (same formula, charge and spin): 59.4 kcal/mol
- Energy: -36781.8134 eV
- Molar mass: 308.4 g/mol
- Gap between HOMO and LUMO: 8.86 eV

***

Entry 3:
A cluster of 8 separate species, C41H73BrO14S in total at a distorted geometry. Source: OMol25; level of theory: ωB97M-V/def2-TZVPD.

Positions of all 130 atoms, in Å:
1 C 0.165 -6.682 6.463
2 C -0.406 -5.555 5.431
3 C 0.795 -4.397 5.305
4 C 0.585 -3.373 4.043
5 O 0.952 -3.808 2.675
6 S -0.498 -3.614 1.737
7 O -1.020 -4.992 1.193
8 O -0.236 -2.842 0.417
9 O -1.640 -2.957 2.853
10 C -0.769 -2.452 3.944
11 Br -0.038 -0.765 3.062
12 C -1.444 -1.823 5.297
13 O -2.505 -2.653 5.907
14 O -3.333 -1.776 6.457
15 O -0.696 -5.983 4.071
16 C -1.144 -7.367 3.943
17 C -2.533 -7.755 4.715
18 C -2.956 -9.374 4.702
19 C -4.317 -9.949 5.416
20 C -5.319 -8.910 6.205
21 C -4.958 -7.295 6.239
22 C -3.575 -6.750 5.473
23 H 0.807 -7.525 5.964
24 H -0.782 -7.103 7.056
25 H 0.801 -6.104 7.286
26 H -1.314 -4.975 5.945
27 H 0.716 -3.775 6.310
28 H 1.851 -4.944 5.255
29 H 1.420 -2.545 4.253
30 H -0.625 -1.502 6.100
31 H -1.980 -0.811 4.957
32 H -2.803 -1.259 7.152
33 H -0.304 -8.182 4.176
34 H -1.372 -7.529 2.781
35 H -2.255 -10.151 4.131
36 H -4.528 -11.100 5.353
37 H -6.285 -9.294 6.744
38 H -5.636 -6.499 6.792
39 H -3.361 -5.600 5.502
40 C 2.671 1.858 -0.381
41 C 1.329 2.408 -0.790
42 C 0.432 1.913 0.323
43 O 1.241 1.831 1.505
44 C 2.617 1.976 1.126
45 H 3.518 2.392 -0.821
46 H 2.744 0.803 -0.671
47 H 1.361 3.504 -0.785
48 H 1.002 2.080 -1.780
49 H 0.050 0.909 0.109
50 H -0.417 2.578 0.504
51 H 2.952 2.965 1.459
52 H 3.220 1.216 1.629
53 C -10.602 -11.588 7.618
54 C -9.662 -12.078 6.548
55 C -8.516 -11.097 6.659
56 O -8.454 -10.683 8.031
57 C -9.644 -11.130 8.696
58 H -11.305 -12.349 7.968
59 H -11.179 -10.735 7.243
60 H -9.314 -13.088 6.794
61 H -10.106 -12.103 5.549
62 H -8.695 -10.205 6.050
63 H -7.558 -11.535 6.364
64 H -9.366 -11.958 9.358
65 H -10.053 -10.319 9.304
66 C -0.534 3.744 -5.682
67 C 0.516 4.821 -5.775
68 C 0.733 5.177 -4.320
69 O 0.483 3.988 -3.559
70 C -0.132 3.018 -4.417
71 H -0.570 3.089 -6.557
72 H -1.523 4.200 -5.553
73 H 1.437 4.405 -6.199
74 H 0.215 5.677 -6.384
75 H 0.023 5.942 -3.988
76 H 1.748 5.534 -4.124
77 H 0.609 2.239 -4.626
78 H -0.984 2.561 -3.906
79 C 6.428 3.344 -4.145
80 C 5.086 3.894 -4.553
81 C 4.189 3.399 -3.440
82 O 4.998 3.317 -2.259
83 C 6.374 3.462 -2.638
84 H 7.275 3.878 -4.584
85 H 6.501 2.289 -4.435
86 H 5.118 4.990 -4.548
87 H 4.759 3.566 -5.543
88 H 3.807 2.396 -3.654
89 H 3.340 4.065 -3.259
90 H 6.709 4.451 -2.305
91 H 6.977 2.702 -2.134
92 C -3.896 1.357 -8.779
93 C -2.956 0.867 -9.850
94 C -1.809 1.849 -9.738
95 O -1.748 2.262 -8.366
96 C -2.938 1.815 -7.701
97 H -4.598 0.596 -8.429
98 H -4.473 2.211 -9.154
99 H -2.608 -0.143 -9.604
100 H -3.400 0.842 -10.848
101 H -1.989 2.740 -10.348
102 H -0.852 1.410 -10.034
103 H -2.660 0.987 -7.040
104 H -3.347 2.626 -7.093
105 C 0.050 9.239 -1.349
106 C 1.147 8.711 -0.462
107 C 1.970 7.890 -1.432
108 O 1.838 8.510 -2.718
109 C 0.782 9.479 -2.651
110 H -0.434 10.139 -0.960
111 H -0.718 8.469 -1.488
112 H 1.746 9.544 -0.076
113 H 0.784 8.128 0.388
114 H 1.586 6.868 -1.512
115 H 3.027 7.846 -1.151
116 H 1.239 10.474 -2.671
117 H 0.131 9.376 -3.524
118 C 9.655 7.795 -2.721
119 C 8.316 8.486 -2.713
120 C 7.550 7.707 -3.760
121 O 8.064 6.368 -3.740
122 C 9.264 6.352 -2.955
123 H 10.229 7.937 -1.802
124 H 10.256 8.160 -3.562
125 H 7.841 8.362 -1.733
126 H 8.372 9.556 -2.933
127 H 7.720 8.116 -4.762
128 H 6.474 7.692 -3.567
129 H 9.038 5.844 -2.011
130 H 10.040 5.786 -3.479

Forces on the atoms, in the same order (eV/Å):
-1.03 0.64 0.99
1.58 1.31 1.09
-1.23 -1.11 -0.31
2.22 2.09 2.09
-4.22 0.89 0.52
-0.85 -4.58 -8.08
1.67 4.74 3.76
-0.43 -0.95 5.93
3.20 -0.81 0.97
1.02 0.88 -0.39
-0.05 0.02 0.61
-0.59 0.90 -1.07
4.19 -1.27 -2.21
-1.91 3.34 2.91
-0.36 -1.57 1.72
-1.04 -1.11 -1.32
-3.78 -1.87 2.06
-2.27 1.93 1.62
1.39 4.41 -0.02
3.32 1.87 -1.77
2.77 -3.01 -2.15
-0.60 -3.52 -0.03
-1.31 1.76 0.99
2.25 0.46 -1.44
-1.20 -1.30 -1.86
1.65 -1.50 -1.26
0.37 -1.05 -2.22
-2.26 1.41 -0.11
-1.84 -1.80 -0.34
-1.41 -1.03 -1.82
1.14 -2.38 0.64
-0.97 -1.14 -1.03
-1.80 1.95 -0.10
0.51 0.69 2.55
-1.68 1.93 1.42
0.37 2.57 0.21
2.13 0.80 -1.15
1.54 -1.99 -1.32
-0.45 -2.46 -0.12
0.51 -0.37 -0.20
-0.24 0.43 -0.25
-0.34 -0.25 0.09
0.04 -0.02 -0.11
0.10 0.13 0.30
-0.12 -0.11 0.11
0.02 0.07 0.05
-0.06 -0.13 -0.11
0.02 0.12 0.16
-0.08 0.01 -0.07
0.08 -0.07 0.11
0.10 -0.01 -0.01
-0.13 0.04 0.06
-0.60 0.26 0.05
0.15 -0.56 -0.32
0.25 0.34 -0.08
-0.25 -0.17 -0.17
0.25 0.00 0.39
0.08 0.10 -0.01
0.02 -0.11 0.07
-0.03 0.10 -0.08
0.09 0.01 0.11
0.02 -0.05 -0.11
-0.03 0.09 0.10
-0.09 0.01 0.05
0.15 -0.03 -0.05
-0.54 -0.24 -0.23
0.45 0.18 -0.34
0.00 0.21 0.38
-0.05 0.09 -0.31
0.16 -0.24 0.24
-0.02 0.13 0.15
0.06 -0.07 -0.03
-0.07 0.08 0.01
0.06 -0.08 0.09
0.07 0.11 -0.04
-0.10 -0.02 0.10
-0.06 -0.09 -0.05
0.12 0.05 0.08
0.52 -0.40 -0.25
-0.22 0.49 -0.29
-0.38 -0.17 0.19
0.16 0.08 -0.33
0.14 0.22 0.41
-0.11 -0.02 0.13
0.01 0.08 0.04
-0.01 -0.10 -0.03
0.00 0.03 0.12
-0.10 0.02 -0.07
0.05 -0.15 0.11
0.11 -0.03 -0.09
-0.14 0.02 0.05
-0.60 0.25 0.05
0.16 -0.56 -0.30
0.29 0.33 -0.11
-0.29 -0.20 -0.23
0.23 -0.02 0.41
0.09 0.11 -0.01
0.02 -0.10 0.07
-0.03 0.10 -0.08
0.08 0.01 0.11
0.02 -0.05 -0.09
-0.04 0.11 0.11
-0.10 0.01 0.05
0.15 -0.02 -0.04
-0.66 -0.05 -0.06
0.32 0.16 0.55
0.18 -0.39 -0.22
-0.21 0.10 0.25
0.25 0.18 -0.33
0.05 -0.09 -0.08
0.05 0.12 0.01
-0.05 -0.11 0.01
0.07 0.05 -0.11
0.04 -0.05 0.09
-0.07 0.00 -0.14
-0.10 0.05 -0.02
0.14 -0.04 0.01
0.63 0.14 -0.14
-0.38 0.33 0.41
-0.24 -0.09 -0.40
0.16 0.26 0.16
-0.10 -0.44 0.07
-0.05 -0.05 -0.11
-0.02 -0.05 0.12
0.02 0.06 -0.11
-0.04 -0.13 0.01
-0.06 0.08 0.02
0.09 -0.11 -0.06
0.11 -0.02 0.04
-0.15 -0.02 -0.01

Values from the calculation:
- Net charge: 0
- Energy: -153222.5678 eV
- Molar mass: 902.0 g/mol
- Gap between HOMO and LUMO: 8.05 eV

***

Entry 4:
A structure of composition C29H33N7O2S2Sc at a distorted geometry. Source: OMol25; level of theory: ωB97M-V/def2-TZVPD.

Positions of all 74 atoms, in Å:
1 Sc -0.321 0.735 0.510
2 C 0.110 -3.277 2.294
3 C -0.488 -2.083 1.628
4 N 0.272 -1.156 1.149
5 N 1.654 -1.291 1.290
6 C 2.315 -0.204 1.554
7 S 1.707 1.410 1.838
8 S 4.079 -0.423 1.644
9 C 4.161 -1.813 2.838
10 C 3.940 -1.370 4.255
11 C 2.649 -1.248 4.760
12 C 2.437 -0.796 6.055
13 C 3.518 -0.462 6.860
14 C 4.809 -0.582 6.364
15 C 5.017 -1.030 5.067
16 C -1.945 -1.874 1.570
17 C -2.821 -2.967 1.508
18 C -4.187 -2.797 1.499
19 C -4.714 -1.507 1.591
20 C -3.877 -0.414 1.678
21 C -2.490 -0.572 1.658
22 O -1.701 0.505 1.752
23 H 0.564 -2.965 3.237
24 H 0.909 -3.687 1.679
25 H -0.635 -4.037 2.511
26 H 5.158 -2.228 2.696
27 H 3.428 -2.545 2.511
28 H 1.801 -1.503 4.133
29 H 1.427 -0.705 6.435
30 H 3.354 -0.111 7.872
31 H 5.656 -0.327 6.989
32 H 6.026 -1.119 4.681
33 H -2.414 -3.968 1.434
34 H -4.842 -3.655 1.432
35 H -5.787 -1.363 1.601
36 H -4.269 0.591 1.774
37 N 1.280 5.357 -2.615
38 C 1.394 4.295 -3.458
39 O 1.180 4.351 -4.649
40 C 1.742 2.984 -2.805
41 C 2.825 2.233 -3.242
42 C 3.043 0.992 -2.674
43 C 2.153 0.527 -1.723
44 N 1.097 1.234 -1.309
45 C 0.913 2.451 -1.839
46 H 1.100 6.260 -3.023
47 H 1.648 5.318 -1.681
48 H 3.479 2.623 -4.011
49 H 3.884 0.377 -2.964
50 H 2.289 -0.449 -1.273
51 H 0.062 3.018 -1.484
52 C -3.747 5.083 -0.190
53 C -2.921 4.503 0.935
54 N -2.166 3.357 0.422
55 C -2.581 2.539 -0.600
56 N -1.839 1.489 -0.882
57 C -2.203 0.651 -2.030
58 C -2.919 1.455 -3.094
59 C -4.112 2.126 -2.451
60 N -3.673 2.911 -1.296
61 C -4.561 3.964 -0.800
62 H -3.092 5.514 -0.950
63 H -4.399 5.871 0.188
64 H -3.567 4.201 1.763
65 H -2.210 5.233 1.315
66 H -1.546 2.931 1.089
67 H -2.837 -0.179 -1.703
68 H -1.285 0.220 -2.436
69 H -3.243 0.810 -3.909
70 H -2.245 2.212 -3.504
71 H -4.846 1.377 -2.140
72 H -4.603 2.808 -3.143
73 H -5.251 3.553 -0.056
74 H -5.156 4.316 -1.640

Forces on the atoms, in the same order (eV/Å):
1.14 0.83 -0.91
-0.09 -0.06 -0.02
-0.05 -0.08 0.07
0.35 -0.25 0.27
0.17 -0.01 -0.12
-0.31 -0.36 -0.05
0.06 -0.09 0.04
-0.04 0.25 0.21
-0.05 -0.01 -0.15
0.01 0.08 -0.07
-0.05 0.01 0.10
0.02 -0.01 -0.03
0.00 0.00 -0.02
-0.01 -0.01 -0.02
0.00 -0.01 0.03
0.11 -0.09 0.02
0.07 -0.05 -0.05
-0.06 0.04 -0.01
0.00 -0.04 -0.01
-0.10 0.01 -0.03
0.10 0.12 0.19
-1.14 -0.29 0.86
-0.03 -0.03 -0.03
0.02 0.00 0.00
0.02 0.01 0.01
0.01 -0.02 0.02
0.04 -0.07 0.02
0.07 0.05 0.03
0.02 0.00 0.00
0.01 -0.02 -0.03
-0.03 -0.01 -0.02
-0.02 0.01 0.02
-0.02 0.03 0.01
0.02 0.04 0.00
0.03 0.00 0.01
-0.01 -0.01 0.01
-0.04 -0.11 -0.02
-0.07 0.07 0.01
0.10 0.02 0.05
0.00 0.05 -0.06
0.04 0.02 -0.06
0.08 -0.01 -0.07
-0.06 -0.14 0.11
-0.04 -0.04 -0.29
0.10 -0.02 0.06
0.02 0.01 -0.02
0.03 0.00 -0.01
-0.03 -0.02 -0.01
-0.03 0.02 0.00
0.01 0.01 0.03
-0.07 -0.02 0.00
0.03 0.03 -0.02
0.04 -0.07 -0.05
-0.07 -0.05 -0.16
0.03 0.10 -0.05
-0.12 0.26 -0.02
0.03 0.05 0.11
0.03 0.01 -0.04
0.00 0.03 0.12
-0.08 0.02 -0.03
0.02 -0.10 -0.04
-0.02 0.04 0.00
0.01 -0.03 0.00
-0.03 -0.04 0.03
0.05 0.01 0.02
-0.14 0.00 0.16
-0.02 -0.05 0.02
0.04 -0.03 0.00
-0.01 0.01 -0.02
-0.01 -0.02 -0.02
-0.04 0.01 0.01
-0.01 0.03 -0.03
-0.05 -0.02 -0.02
0.03 0.01 -0.04

Values from the calculation:
- Net charge: +1
- Energy relative to the best compared isomer or geometry (same formula, charge and spin): 25.0 kcal/mol
- Energy: -87504.9206 eV
- Molar mass: 620.7 g/mol
- Gap between HOMO and LUMO: 7.78 eV

***

> Which of these has the highest net charge?

C29H33N7O2S2Sc

***

> Which of these has the lowest molar mass?

C2H12O3S2

***

> Which of these has the lowest energy?

C41H73BrO14S

***

> Which formula does entry 2 have?

C14H16N2O4S